This record from the OMol25 dataset describes C64H143F6N9O15V as an isolated structure in a non-equilibrium geometry. The level of theory is ωB97M-V with the def2-TZVPD basis set.

Results
* frontier orbital gap: 8.757 eV
* total charge: -1
* strongest force on any atom: 3.70 eV/Å
* HOMO: -6.749 eV

Cartesian coordinates (Å):
1 O -3.74047 -1.83808 0.59774
2 V -3.86602 -0.90543 -0.68496
3 O -3.70565 -1.75123 -2.08108
4 C -6.68280 -0.39565 0.24666
5 O -6.39718 -0.23441 1.59908
6 O -5.64498 -0.26914 -0.62910
7 C -7.31126 -1.83154 0.02947
8 F -8.57416 -1.85271 0.53115
9 F -7.42156 -2.22253 -1.23862
10 F -6.56597 -2.79528 0.62671
11 C -6.84947 1.13373 2.08892
12 C -5.95563 1.56713 3.20802
13 H -6.33370 2.56214 3.45688
14 H -6.02386 0.81474 3.98632
15 H -5.00485 1.42523 2.74156
16 H -7.86103 1.08268 2.50592
17 H -6.89639 1.84634 1.29134
18 H -7.47665 0.29838 -0.11649
19 C -1.43131 0.58093 -1.21057
20 O -0.29414 0.57882 -0.38984
21 O -2.61239 0.49483 -0.49549
22 C -1.41064 2.01237 -1.84870
23 F -0.24740 2.15555 -2.59353
24 F -2.43531 2.19682 -2.72098
25 F -1.61660 2.98078 -0.92156
26 C 0.45431 -0.62925 -0.05282
27 C -0.26297 -1.52764 0.88085
28 H -1.10073 -1.98576 0.41832
29 H 0.40406 -2.37954 1.22075
30 H -0.48003 -1.07683 1.81652
31 H 1.37828 -0.24743 0.41693
32 H 0.80087 -1.19742 -0.93987
33 H -1.22249 -0.08272 -2.03499
34 C 4.25170 1.44387 -5.96468
35 C 4.62645 2.35439 -4.76654
36 C 3.47553 3.32688 -4.39552
37 C 2.37966 2.76227 -3.51225
38 C 2.97079 2.02709 -2.26071
39 C 4.07812 1.00184 -2.62917
40 N 5.03413 1.72358 -3.50358
41 O 5.96682 0.73145 -3.86205
42 C 4.85247 0.36434 -1.45297
43 C 3.34940 -0.17061 -3.32870
44 C 5.84640 3.13672 -5.24028
45 H 3.15652 1.23872 -6.04020
46 H 4.61639 0.43040 -5.86746
47 H 4.54680 1.89691 -6.91387
48 H 3.97244 4.24342 -4.07571
49 H 3.12910 3.68647 -5.36493
50 H 1.83099 2.03668 -4.12476
51 H 1.71733 3.59977 -3.34541
52 H 2.09385 1.51698 -1.82041
53 H 3.38198 2.81563 -1.66133
54 H 5.48647 -0.43880 -1.83188
55 H 5.39683 1.14463 -0.86527
56 H 4.06174 -0.02638 -0.79187
57 H 4.04741 -0.77727 -3.88608
58 H 2.69240 -0.78732 -2.70662
59 H 2.64437 0.16601 -4.11284
60 H 6.41707 3.70472 -4.48407
61 H 5.60465 3.82181 -6.05496
62 H 6.51589 2.41507 -5.71242
63 H 6.81412 1.03989 -3.52358
64 C 5.01687 4.00572 3.68115
65 C 4.69293 2.96270 4.77305
66 C 3.49543 3.30974 5.69935
67 C 2.16136 3.37833 5.07184
68 C 1.85367 2.07034 4.40915
69 C 3.02116 1.49041 3.54652
70 N 4.29265 1.62455 4.30803
71 O 5.37304 1.16278 3.44820
72 C 2.79064 0.00064 3.35318
73 C 2.99053 2.14004 2.16054
74 C 5.88044 2.74226 5.68805
75 H 5.21148 4.97275 4.12424
76 H 4.23034 4.27641 3.02340
77 H 5.83873 3.70559 3.04540
78 H 3.53319 2.48216 6.39734
79 H 3.68964 4.21702 6.28260
80 H 2.13847 4.10288 4.26611
81 H 1.38381 3.71576 5.76130
82 H 1.00656 2.13130 3.71963
83 H 1.71098 1.38028 5.21230
84 H 1.78684 -0.21992 3.01653
85 H 3.40352 -0.35654 2.50998
86 H 2.88290 -0.60125 4.26549
87 H 2.79976 3.19188 2.25631
88 H 3.87735 1.99627 1.49060
89 H 2.15479 1.70351 1.63003
90 H 5.61611 2.07177 6.48094
91 H 6.10015 3.72919 6.09004
92 H 6.74722 2.34178 5.22518
93 H 5.46373 0.24880 3.71682
94 C -1.40224 6.96507 1.60244
95 C -0.32646 6.16686 0.80379
96 C -0.87861 6.00798 -0.63261
97 C 0.11028 5.66985 -1.68856
98 C 1.25082 6.59869 -1.69082
99 C 1.85217 6.81089 -0.24188
100 N 0.78080 7.11917 0.66069
101 O 1.34456 7.28234 2.00047
102 C 2.70641 5.62108 0.11631
103 C 2.67223 8.17389 -0.32443
104 C -0.04632 4.81181 1.52574
105 H -1.37750 7.98241 1.12118
106 H -1.05617 7.13336 2.58404
107 H -2.32714 6.44077 1.59711
108 H -1.70533 5.30859 -0.52938
109 H -1.35837 6.99813 -0.77921
110 H -0.33234 5.69955 -2.71663
111 H 0.41773 4.62404 -1.58546
112 H 0.97789 7.60439 -2.08175
113 H 2.08242 6.24465 -2.31003
114 H 2.19664 4.69654 -0.13667
115 H 3.64441 5.60036 -0.44491
116 H 2.84579 5.48615 1.21910
117 H 3.41704 7.99696 -1.09507
118 H 2.02093 8.97142 -0.69893
119 H 3.19121 8.43845 0.63894
120 H 0.37197 4.07045 0.79961
121 H -1.04327 4.43219 1.80894
122 H 0.62345 4.86323 2.38143
123 H 1.18614 8.23318 2.15985
124 C 0.92355 -4.37510 -1.20244
125 C 1.69835 -5.66300 -1.46920
126 C 3.08597 -5.26515 -1.98390
127 C 3.97752 -6.49923 -2.06504
128 C 3.98461 -7.07300 -0.68228
129 C 2.70432 -7.59623 -0.06072
130 N 1.92267 -6.39561 -0.19422
131 O 0.59356 -6.65780 0.43801
132 C 2.27951 -8.82861 -0.80935
133 C 2.81525 -7.87512 1.40739
134 C 0.86370 -6.40840 -2.52337
135 H -0.02448 -4.51532 -0.65244
136 H 0.77157 -3.88617 -2.13845
137 H 1.53130 -3.76218 -0.54246
138 H 2.94413 -4.86788 -2.97889
139 H 3.61525 -4.52719 -1.32222
140 H 4.99665 -6.25329 -2.35120
141 H 3.53375 -7.16463 -2.82681
142 H 4.29722 -6.30354 -0.01040
143 H 4.61716 -7.94612 -0.55172
144 H 3.00063 -9.64795 -0.60077
145 H 1.27518 -9.16327 -0.50461
146 H 2.33519 -8.73120 -1.87190
147 H 3.77925 -8.38638 1.51551
148 H 2.84463 -6.95437 1.95421
149 H 1.94583 -8.46955 1.75592
150 H 1.49985 -6.72118 -3.37381
151 H 0.01364 -5.87210 -2.90511
152 H 0.40686 -7.35816 -2.18431
153 H -0.08613 -6.64727 -0.25281
154 C -2.87247 -4.72733 3.02586
155 C -2.53889 -5.79424 2.01248
156 C -2.00269 -5.19278 0.69386
157 O -1.65131 -6.06972 -0.37425
158 C -2.69359 -6.71718 -0.95324
159 N -1.45127 -6.61882 2.54534
160 H -2.00713 -4.03790 3.26389
161 H -2.99728 -5.23167 4.00075
162 H -3.73331 -4.15203 2.62326
163 H -3.47010 -6.35331 1.78180
164 H -1.04016 -4.72778 0.92847
165 H -2.74843 -4.45499 0.32756
166 H -3.25623 -7.40889 -0.23757
167 H -2.34908 -7.35158 -1.75723
168 H -3.41057 -6.03382 -1.38633
169 H -1.09202 -7.19822 1.79900
170 H -1.83910 -7.13176 3.35986
171 C -4.64356 0.21220 -8.49978
172 C -3.23666 -0.26479 -8.23234
173 C -2.87542 -0.27986 -6.71375
174 O -1.52048 -0.57388 -6.50957
175 C -1.10834 -0.23035 -5.26992
176 N -3.01777 -1.57827 -8.83327
177 H -4.81597 1.34792 -8.44809
178 H -5.36392 -0.19012 -7.78204
179 H -4.87365 0.01305 -9.54882
180 H -2.49780 0.42691 -8.66678
181 H -3.60670 -0.98083 -6.26808
182 H -3.09972 0.70826 -6.20254
183 H -1.90496 -0.36191 -4.55165
184 H -0.82229 0.82508 -5.19600
185 H -0.22436 -0.80962 -4.92351
186 H -3.79029 -2.18603 -8.47636
187 H -2.16058 -1.87978 -8.44856
188 C 2.96313 -4.29126 4.69774
189 C 1.58270 -4.59405 4.15679
190 C 0.52300 -3.89455 5.04389
191 O 0.71261 -4.33169 6.38869
192 C -0.06800 -3.45508 7.24545
193 N 1.27271 -4.15990 2.78786
194 H 3.21112 -3.35352 4.26397
195 H 3.70010 -5.04023 4.51710
196 H 2.88090 -4.27208 5.75656
197 H 1.34966 -5.67743 4.31255
198 H -0.47317 -4.16290 4.67177
199 H 0.44715 -2.81196 4.98558
200 H 0.47270 -2.52541 7.17621
201 H -0.09141 -3.86131 8.20984
202 H -1.08689 -3.30741 6.86884
203 H 0.28105 -4.37723 2.66231
204 H 1.82029 -4.65267 2.07738
205 C -2.87711 -1.61438 5.30878
206 C -1.88170 -0.63971 4.70104
207 C -2.59562 0.67155 4.31956
208 O -1.83733 1.69941 3.82678
209 C -1.20249 1.37150 2.60064
210 N -0.80294 -0.47093 5.67369
211 H -3.53335 -1.23801 6.13908
212 H -2.36379 -2.55067 5.56823
213 H -3.56258 -1.97574 4.54561
214 H -1.49952 -1.03103 3.75398
215 H -3.11358 1.00883 5.25952
216 H -3.35500 0.39829 3.58924
217 H -0.45251 0.57583 2.68586
218 H -0.71314 2.29752 2.25994
219 H -1.96242 1.15698 1.80026
220 H -0.26090 0.37941 5.58123
221 H -1.16773 -0.48826 6.62598
222 C -5.41344 2.93172 -4.55096
223 C -5.97568 2.93120 -3.17780
224 C -6.80059 4.24274 -2.89484
225 O -6.17503 5.44739 -3.22684
226 C -5.00150 5.76871 -2.38488
227 N -6.85369 1.78468 -3.01962
228 H -4.75907 3.81249 -4.67152
229 H -6.13148 2.81216 -5.35592
230 H -4.72336 2.05362 -4.64713
231 H -5.08911 2.82409 -2.57925
232 H -7.10120 4.20035 -1.83151
233 H -7.75912 4.22495 -3.43095
234 H -5.15392 5.50333 -1.35015
235 H -4.95293 6.84582 -2.36681
236 H -4.17200 5.31510 -2.80562
237 H -6.81610 1.18284 -3.83691
238 H -6.42134 1.18929 -2.34728

Atoms 1-3, force components in eV/Å:
0.4 -0.2 -0.3
-1.1 -0.6 -0.8
0.3 0.9 1.6

Here are the Mulliken charges for atoms 1 to 99, given in e:
1. O -0.51
2. V 1.29
3. O -0.74
4. C -0.17
5. O -0.35
6. O -0.49
7. C 0.59
8. F -0.30
9. F -0.26
10. F -0.18
11. C -0.25
12. C -0.67
13. H 0.43
14. H 0.25
15. H -0.08
16. H 0.23
17. H 0.38
18. H 0.37
19. C -0.64
20. O 0.81
21. O 0.33
22. C 0.15
23. F -0.15
24. F -0.17
25. F -0.22
26. C 0.53
27. C 0.40
28. H 0.46
29. H -0.41
30. H -1.02
31. H -0.52
32. H 0.23
33. H 0.48
34. C -1.51
35. C 2.11
36. C -2.12
37. C 0.72
38. C -0.20
39. C 2.20
40. N 0.01
41. O -0.52
42. C -1.72
43. C -1.36
44. C -2.22
45. H 0.29
46. H 0.30
47. H 0.39
48. H 0.39
49. H 0.42
50. H -0.25
51. H 0.01
52. H -0.60
53. H 0.34
54. H 0.53
55. H 0.39
56. H 0.04
57. H 0.47
58. H 0.00
59. H 0.09
60. H 0.38
61. H 0.45
62. H 0.53
63. H 0.36
64. C -1.44
65. C 1.98
66. C -1.69
67. C -0.52
68. C -0.77
69. C 3.17
70. N 0.05
71. O -0.52
72. C -2.45
73. C -0.04
74. C -2.16
75. H 0.44
76. H 0.12
77. H 0.37
78. H 0.48
79. H 0.52
80. H -0.09
81. H 0.47
82. H -0.23
83. H 0.58
84. H -0.18
85. H 0.50
86. H 0.56
87. H -0.52
88. H 0.12
89. H -0.38
90. H 0.44
91. H 0.41
92. H 0.43
93. H 0.37
94. C -2.21
95. C 1.69
96. C -1.73
97. C 0.97
98. C -1.51
99. C 2.02

=====

This record from the OMol25 dataset describes C12H14BF4NOPS6W as an isolated structure. The level of theory is ωB97M-V with the def2-TZVPD basis set.

Results
* frontier orbital gap (alpha / beta): 6.589 / 6.216 eV
* multiplicity: 3
* expectation value of S²: 2.070
* total charge: +1
* strongest force on any atom: 0.81 eV/Å
* energy above the lowest of the compared OMol25 structures with the same formula, charge and spin: 13.6 kcal/mol
* HOMO (alpha / beta): -11.130 / -11.413 eV

Cartesian coordinates (Å):
1 W -0.58511 -0.37284 0.29328
2 O 0.52564 0.03642 3.87663
3 S -0.00392 -1.21815 3.39538
4 N -0.30627 -1.26255 1.87241
5 C 2.84887 -1.20200 0.81340
6 P 1.79204 -0.42503 -0.43238
7 C 2.07936 -1.34723 -1.96155
8 C 2.40864 1.24622 -0.68423
9 C 2.54429 1.77118 -1.96906
10 C 2.96256 3.08145 -2.13977
11 C 3.24297 3.86921 -1.03407
12 C 3.10265 3.35361 0.24628
13 C 2.67926 2.04825 0.42479
14 H 2.76039 -0.67622 1.76334
15 H 3.88634 -1.16123 0.47979
16 H 2.54713 -2.23923 0.95690
17 H 3.12631 -1.24482 -2.25048
18 H 1.44123 -0.98791 -2.76717
19 H 1.86110 -2.40150 -1.78715
20 H 2.33309 1.16985 -2.84315
21 H 3.07230 3.48350 -3.13694
22 H 3.56969 4.89087 -1.17088
23 H 3.31812 3.96852 1.10879
24 H 2.55697 1.66725 1.43151
25 C -4.18529 -4.23855 1.36826
26 S -2.77075 -3.10847 1.45904
27 C -3.33222 -1.77530 0.45175
28 C -2.67298 -1.26724 -0.64177
29 S -1.16055 -1.90328 -1.29068
30 S -3.59853 -0.12587 -1.62185
31 C -5.00991 -0.03213 -0.60315
32 S -6.30967 0.88222 -0.87628
33 S -4.84681 -1.05276 0.83250
34 H -3.89901 -5.09381 1.97739
35 H -4.34651 -4.56980 0.34611
36 H -5.08741 -3.80309 1.78603
37 F -0.97079 1.40668 -0.78066
38 B -1.37933 2.14427 0.50861
39 F -1.50209 3.43533 0.34921
40 F -2.45000 1.39747 0.96763
41 F -0.24176 1.65674 1.28219

Atoms 1-3, force components in eV/Å:
0.4 0.1 -0.4
0.1 0.4 0.0
-0.2 -0.8 -0.1

natural (NBO) atomic charges, in units of e:
1. W 1.31
2. O -0.79
3. S 1.42
4. N -1.00
5. C -0.94
6. P 1.08
7. C -0.95
8. C -0.32
9. C -0.21
10. C -0.19
11. C -0.17
12. C -0.18
13. C -0.21
14. H 0.26
15. H 0.26
16. H 0.26
17. H 0.27
18. H 0.26
19. H 0.26
20. H 0.22
21. H 0.23
22. H 0.23
23. H 0.23
24. H 0.22
25. C -0.73
26. S 0.31
27. C -0.34
28. C -0.56
29. S 0.12
30. S 0.49
31. C -0.58
32. S 0.13
33. S 0.52
34. H 0.25
35. H 0.23
36. H 0.24
37. F -0.51
38. B 1.36
39. F -0.47
40. F -0.51
41. F -0.51